# 1
C9H14 | the ωB97M-V functional and the def2-TZVPD basis

Its HOMO energy is -9.0205 eV. The net charge is 0. As for the structure (SMILES): Cc1ccccc1.CC. As for the total energy: -9559.9519 eV. The energy above the lowest of the compared OMol25 structures with the same formula, charge and spin is 0.230 eV. For the orbital gap, the calculation gives 10.05 eV.

Last column: Mulliken charge in e.
Geometry (Å):
C: 2.73733 -0.40488 -1.85017  -1.42
C: 1.72832 -0.95255 -0.88189  0.52
C: 0.68245 -0.20856 -0.36597  -0.14
C: -0.18595 -0.75046 0.56975  -0.04
C: -0.06746 -2.06483 0.96836  -0.70
C: 0.92605 -2.84907 0.38143  -0.34
C: 1.81516 -2.30572 -0.52965  -0.57
H: 2.50043 -0.69804 -2.87502  0.30
H: 3.72316 -0.82211 -1.65138  0.36
H: 2.79290 0.68724 -1.88746  0.37
H: 0.55143 0.81270 -0.70871  0.33
H: -0.92482 -0.10429 1.02760  0.22
H: -0.64304 -2.49311 1.77475  0.38
H: 1.05945 -3.88534 0.66373  0.35
H: 2.47472 -2.98857 -1.06104  0.34
C: -1.71471 2.47185 0.48682  -0.78
C: -3.06292 2.31855 1.16841  -0.94
H: -0.84409 2.22033 1.09924  0.28
H: -1.66554 1.78860 -0.36075  0.20
H: -1.58242 3.45620 0.03424  0.42
H: -3.32904 1.26091 1.25505  0.28
H: -3.86018 2.76639 0.57476  0.32
H: -3.11123 2.74477 2.16792  0.27

***

# 2
C14H19Cl8NO5 | the ωB97M-V functional and the def2-TZVPD basis

Its HOMO energy is -9.4680 eV. The net charge is 0. As for the structure (SMILES): CC(=O)OCC1=C(N=C(C)C)C(=O)OC1=O.ClCCl.ClCCl.ClCCl.ClCCl. As for the total energy: -126732.1500 eV. For the orbital gap, the calculation gives 8.62 eV.

Last column: Mulliken charge in e.
Geometry (Å):
C: -3.50134 4.83391 3.70883  -0.91
C: -3.96573 3.40642 3.75133  0.67
O: -4.13501 2.83723 4.79647  -0.53
O: -4.16325 2.77665 2.55089  -0.31
C: -3.07771 1.90974 2.24545  -0.47
C: -2.68301 2.01862 0.81286  0.60
C: -1.83267 1.21958 0.15634  0.53
N: -1.12590 0.12745 0.54908  -0.42
C: -0.50144 0.11151 1.66558  0.80
C: 0.39609 1.19859 2.14979  -1.40
C: -0.64858 -1.08485 2.56264  -1.24
C: -1.78007 1.67948 -1.27226  0.33
O: -1.16660 1.16501 -2.16843  -0.51
O: -2.57909 2.77124 -1.38962  -0.32
C: -3.18286 3.02562 -0.15271  0.01
O: -3.96176 3.93084 -0.00708  -0.52
H: -2.70982 4.95503 4.43414  0.31
H: -3.13971 5.11598 2.72662  0.28
H: -4.32332 5.48270 3.98614  0.34
H: -2.21329 2.22003 2.83884  0.23
H: -3.28730 0.88406 2.53410  0.26
H: -0.01967 1.59129 3.07710  0.41
H: 0.56337 1.97642 1.41955  0.32
H: 1.33898 0.74433 2.43833  0.45
H: -0.29844 -0.88124 3.56453  0.38
H: -0.13184 -1.94321 2.14158  0.35
H: -1.69979 -1.33900 2.56810  0.35
Cl: 2.13004 -0.30848 -1.79601  -0.15
C: 2.12440 0.51371 -3.36104  -0.27
Cl: 3.71824 0.47430 -4.12764  -0.17
H: 1.41288 0.01839 -4.01041  0.30
H: 1.83513 1.54557 -3.20815  0.29
Cl: -0.17766 -3.86170 -3.87409  -0.17
C: 1.33654 -3.63739 -2.98880  0.24
Cl: 1.55275 -4.86560 -1.73456  -0.16
H: 2.16117 -3.70801 -3.68804  0.29
H: 1.32233 -2.66307 -2.51596  -0.20
Cl: 1.32858 -8.82884 -0.46966  -0.15
C: -0.18547 -8.48661 -1.31646  -0.05
Cl: -1.59734 -8.87395 -0.32579  -0.16
H: -0.21242 -7.43162 -1.56288  0.10
H: -0.21979 -9.08566 -2.21797  0.26
Cl: 7.95122 1.20153 -1.35358  -0.15
C: 7.44462 1.56489 -3.00771  0.12
Cl: 7.50529 3.29811 -3.34855  -0.15
H: 8.10846 1.05325 -3.69368  0.26
H: 6.42553 1.22373 -3.13880  -0.07

***

# 3
C4H23NO9 | the ωB97M-V functional and the def2-TZVPD basis

Its HOMO energy is -2.8102 eV. The net charge is -2. As for the total energy: -24439.4207 eV. The energy above the lowest of the compared OMol25 structures with the same formula, charge and spin is 0.566 eV. For the orbital gap, the calculation gives 8.35 eV.

Last column: Mulliken charge in e.
Geometry (Å):
C: 0.55418 -0.38397 -3.06884  -0.74
O: 0.40739 1.03815 -3.03512  -0.52
C: -0.35700 -1.08406 -2.04625  0.35
C: 0.28175 -0.82614 -0.66261  -0.17
C: -0.21892 -1.75837 0.45169  -0.75
O: 0.72934 -2.79437 0.69672  -0.86
N: -1.74077 -0.52309 -2.06460  -0.71
H: 1.60456 -0.64867 -2.99685  0.29
H: 0.17199 -0.60913 -4.08339  0.37
H: -0.50540 -2.16804 -2.07119  0.00
H: 0.06355 0.18602 -0.31192  -0.02
H: 1.38015 -0.86221 -0.69478  0.39
H: -0.58710 -1.32377 1.40004  0.26
H: -1.11524 -2.29820 0.09113  0.38
H: -1.88295 0.07824 -1.26740  0.27
H: -1.88924 -0.00202 -2.91462  0.32
H: -0.81548 -4.16882 -1.15052  0.27
H: 0.14105 -4.22389 0.05612  0.45
O: -0.43742 -4.79374 -0.54494  -0.73
H: -0.89281 3.48051 -1.54918  0.13
H: 0.24592 1.41989 -2.14060  0.42
O: -0.75068 2.61519 -1.11445  -1.04
H: 1.22533 -2.67376 1.78696  0.43
H: 1.42308 -3.41597 3.45046  0.18
O: 1.70177 -2.70105 2.89414  -0.88
H: -1.73780 2.84897 -0.02441  0.40
H: -2.57621 2.33439 1.04593  0.28
O: -2.25602 3.20706 0.82771  -0.72
H: -0.89049 4.51975 1.74461  0.33
H: 0.64443 4.32934 1.70730  0.41
O: -0.08004 4.75473 2.20129  -0.72
H: 1.21630 2.36845 0.98226  0.31
H: 0.37792 2.98575 -0.24515  0.48
O: 1.25067 3.09433 0.35274  -0.83
H: 1.29669 -0.22309 4.53177  0.26
H: 1.87238 -1.23501 3.53843  0.41
O: 2.14513 -0.54338 4.22749  -0.70

***

# 4
C63H60F3N9 | the ωB97M-V functional and the def2-TZVPD basis

Its HOMO energy is -9.1202 eV. The net charge is 0. As for the structure (SMILES): Fc1ccccc1.Fc1ccccc1.Fc1ccccc1.c1ccncc1.c1ccncc1.c1ccncc1.c1ccncc1.c1ccncc1.c1ccncc1.c1ccncc1.c1ccncc1.c1ccncc1. As for the total energy: -87865.1486 eV. The energy above the lowest of the compared OMol25 structures with the same formula, charge and spin is 0.000 eV. For the orbital gap, the calculation gives 9.62 eV.

Last column: Mulliken charge in e.
Geometry (Å):
F: 0.82029 -2.96092 -3.30699  -0.02
C: 1.08460 -2.91832 -4.63663  0.28
C: 2.28085 -3.52237 -5.05085  -0.40
C: 2.66064 -3.27096 -6.33991  -0.41
C: 1.88325 -2.41227 -7.15499  -0.56
C: 0.69095 -1.81986 -6.71851  -0.68
C: 0.25717 -2.12102 -5.42919  -0.12
H: 2.76941 -4.28026 -4.42178  0.37
H: 3.58336 -3.75669 -6.73723  0.34
H: 2.25859 -2.22172 -8.17104  0.33
H: 0.06906 -1.26995 -7.38251  0.46
H: -0.61177 -1.70751 -4.90473  0.39
F: -1.56074 2.00391 0.88222  -0.04
C: -1.17742 0.82088 0.32262  1.10
C: -0.79686 0.83817 -0.96917  -0.19
C: -0.37657 -0.35758 -1.52577  0.10
C: -0.39577 -1.52861 -0.76395  0.46
C: -0.82610 -1.51895 0.56406  -0.33
C: -1.19696 -0.30934 1.16470  -1.53
H: -0.78715 1.78835 -1.49862  -0.58
H: -0.10060 -0.49624 -2.56594  -0.09
H: -0.09038 -2.50412 -1.21212  0.08
H: -0.72292 -2.39348 1.14339  0.43
H: -1.53468 -0.14878 2.17400  0.50
F: 6.72991 0.20623 -0.22910  -0.35
C: 5.69843 -0.55507 -0.60400  0.11
C: 5.80506 -1.92241 -0.45329  -0.50
C: 4.76207 -2.69256 -0.92851  -0.63
C: 3.67412 -2.05164 -1.50466  -0.52
C: 3.50986 -0.67048 -1.57456  0.37
C: 4.52170 0.10600 -1.02837  -0.54
H: 6.76493 -2.30928 -0.09486  0.47
H: 4.67034 -3.77663 -0.83007  0.44
H: 2.90191 -2.73829 -1.85048  0.38
H: 2.53419 -0.27736 -1.90766  0.15
H: 4.49919 1.17514 -1.04737  0.64
C: -1.75411 4.71589 -1.24555  0.08
C: -2.07094 4.37784 -2.51684  -0.54
C: -1.10059 4.45554 -3.52139  -0.39
N: 0.12366 4.82248 -3.21490  -0.52
C: 0.43983 5.08428 -1.99255  -0.56
C: -0.45694 5.04719 -0.94137  0.08
H: -2.49255 4.71165 -0.43765  0.35
H: -3.06816 3.99933 -2.76371  0.38
H: -1.31948 4.18656 -4.54133  0.36
H: 1.49902 5.36070 -1.89505  0.38
H: -0.18341 5.34473 0.04676  0.39
C: 2.02934 -3.51923 2.10730  0.45
C: 0.90911 -3.89255 2.81994  -0.23
C: 1.08389 -4.24172 4.15480  -0.71
N: 2.28375 -4.21539 4.78886  -0.63
C: 3.33791 -3.85635 4.09991  -0.41
C: 3.28997 -3.48637 2.75946  -0.57
H: 2.04577 -3.23487 1.04721  0.50
H: -0.09105 -3.92795 2.38373  0.29
H: 0.28671 -4.64146 4.73091  0.48
H: 4.24926 -3.82787 4.66857  0.42
H: 4.13959 -3.08175 2.22625  0.43
C: -1.49319 4.92981 2.34830  0.64
C: -2.09408 6.18418 2.29799  -0.42
C: -1.36340 7.33074 2.31349  -0.39
N: -0.01754 7.28347 2.35936  -0.64
C: 0.57550 6.08178 2.48234  -0.10
C: -0.08671 4.86900 2.46403  -0.91
H: -2.08288 4.00881 2.28536  0.25
H: -3.16056 6.20548 2.18227  0.32
H: -1.88290 8.28096 2.23670  0.37
H: 1.66348 6.14208 2.49690  0.38
H: 0.46805 3.96923 2.47849  0.49
C: -4.87960 -1.83215 0.31243  -0.36
C: -4.35454 -1.60650 -0.98405  0.39
C: -4.97294 -2.11132 -2.09844  -0.44
N: -6.04176 -2.87442 -2.08402  -0.61
C: -6.49000 -3.18563 -0.86318  -0.38
C: -5.92932 -2.70556 0.32161  -0.67
H: -4.48118 -1.38231 1.19377  0.72
H: -3.51861 -0.94612 -1.04019  0.19
H: -4.62758 -1.90344 -3.09777  0.41
H: -7.36701 -3.79859 -0.83377  0.41
H: -6.36140 -3.05526 1.27230  0.34
C: -1.53799 -5.93131 -1.89259  -0.42
C: -2.50368 -5.11862 -1.27722  -0.42
C: -2.27174 -4.66270 -0.02711  -0.38
N: -1.21465 -5.00419 0.68216  -0.28
C: -0.30575 -5.78346 0.15313  -0.31
C: -0.48304 -6.28394 -1.13706  -0.63
H: -1.69488 -6.25999 -2.93413  0.41
H: -3.39807 -4.83676 -1.80943  0.43
H: -2.89329 -3.91570 0.41981  0.72
H: 0.56218 -6.02854 0.76479  0.44
H: 0.22079 -7.06227 -1.45276  0.40
C: -0.31296 -0.40200 4.28115  -0.41
C: -1.09536 -0.82591 5.34674  -0.59
C: -1.68539 0.14015 6.17146  -0.57
N: -1.58231 1.45454 5.97704  -0.62
C: -0.86862 1.82624 4.91732  -0.59
C: -0.23648 0.96787 4.05765  0.20
H: 0.20875 -1.11837 3.67561  0.90
H: -1.17588 -1.86243 5.62253  0.49
H: -2.26832 -0.16287 7.01686  0.40
H: -0.82968 2.91380 4.75540  0.43
H: 0.32700 1.30316 3.18421  0.46
C: 3.38225 0.21698 3.41395  -0.50
C: 3.38327 1.49133 4.00118  -0.55
C: 2.92547 2.57582 3.30309  -0.44
N: 2.39204 2.51508 2.07867  -0.29
C: 2.32847 1.33408 1.46803  -0.92
C: 2.84696 0.17025 2.10247  0.78
H: 3.72091 -0.67844 3.96020  0.37
H: 3.67149 1.60658 5.04281  0.43
H: 2.78359 3.55002 3.80419  0.29
H: 1.90957 1.28854 0.47317  0.81
H: 2.73643 -0.81326 1.66239  0.01
C: -4.76130 3.47663 2.42405  0.05
C: -4.01510 2.79848 3.36016  -0.71
C: -3.69941 1.47642 3.12477  -0.74
N: -4.13857 0.83891 2.05036  -0.09
C: -4.92229 1.44885 1.15352  -0.27
C: -5.29365 2.78655 1.34635  -0.73
H: -5.01311 4.53902 2.58740  0.47
H: -3.70896 3.31162 4.25496  0.43
H: -3.15513 0.81182 3.78683  0.74
H: -5.15297 0.82911 0.30846  0.40
H: -5.89509 3.27396 0.59753  0.44
C: 4.04066 2.45507 -4.42619  -0.78
C: 4.08325 1.25070 -5.04660  -0.66
C: 2.99441 0.42647 -4.97300  0.27
N: 1.84248 0.75490 -4.37549  0.05
C: 1.74702 1.95558 -3.85533  -0.34
C: 2.84298 2.82715 -3.83221  -0.26
H: 4.78679 3.21542 -4.56350  0.47
H: 4.97791 0.90273 -5.58785  0.40
H: 3.02190 -0.48700 -5.52097  -0.11
H: 0.81136 2.19885 -3.37516  0.52
H: 2.63134 3.81408 -3.45925  0.43